[1]
The following is a DFT calculation (ωB97M-V/def2-TZVPD) of a molecular structure, C23H21N3OPRhSSbSe4.

- HOMO: -3.4 eV
- Lowest unoccupied orbital energy: 0.0399 hartree
- Charge: -1
- Energy above the lowest of the compared OMol25 structures with the same formula, charge and spin: 38.7 kcal per mole

Geometry (Å):
Rh1 0.60 -0.01 0.29
Se1 -4.82 -0.83 -2.36
Sb1 -4.49 -1.21 0.01
Se2 -2.01 0.33 0.40
Se3 -0.92 -0.49 2.14
Se4 -3.70 -3.49 0.26
O1 3.36 0.80 0.78
C1 2.65 -0.12 0.43
C2 3.34 -1.41 0.01
C3 4.72 -1.56 0.08
C4 5.30 -2.76 -0.30
C5 4.50 -3.81 -0.75
C6 3.12 -3.66 -0.83
C7 2.55 -2.45 -0.45
P1 0.77 -2.09 -0.46
C8 0.08 -3.62 0.21
C9 0.14 -3.83 1.59
C10 -0.30 -5.03 2.13
C11 -0.80 -6.02 1.31
C12 -0.85 -5.83 -0.06
C13 -0.41 -4.63 -0.61
C14 0.28 -2.03 -2.20
C15 -1.09 -2.02 -2.48
C16 -1.52 -1.87 -3.79
C17 -0.60 -1.71 -4.81
C18 0.77 -1.70 -4.53
C19 1.21 -1.85 -3.23
H1 5.32 -0.73 0.44
H2 6.37 -2.89 -0.24
H3 4.95 -4.75 -1.04
H4 2.49 -4.48 -1.16
H5 0.52 -3.05 2.24
H6 -0.27 -5.17 3.21
H7 -1.17 -6.94 1.74
H8 -1.26 -6.59 -0.71
H9 -0.48 -4.47 -1.68
H10 -1.82 -2.16 -1.69
H11 -2.59 -1.85 -3.98
H12 -0.94 -1.58 -5.83
H13 1.49 -1.57 -5.33
H14 2.27 -1.84 -3.01
C20 1.31 6.08 -1.33
C21 0.09 5.30 -0.84
C22 0.45 4.16 0.05
N1 0.24 2.93 -0.24
N2 0.68 2.07 0.73
C23 1.24 2.66 1.75
N3 1.71 2.02 2.85
S1 1.22 4.38 1.60
H15 1.00 6.88 -2.00
H16 2.00 5.43 -1.86
H17 1.85 6.54 -0.49
H18 -0.45 4.86 -1.68
H19 -0.61 5.96 -0.32
H20 1.72 1.01 2.72
H21 2.60 2.37 3.18



[2]
The following is a DFT calculation (ωB97M-V/def2-TZVPD) of a molecular structure, C23H21N3ORuS.

- HOMO (alpha / beta): -20.5 / -20.4 eV
- Spin multiplicity: 5
- Lowest unoccupied orbital energy (alpha / beta): -0.4668 / -0.5593 hartree
- ⟨S²⟩: 6.037
- Charge: +4

Geometry (Å):
Ru1 0.27 1.07 -0.80
C1 0.30 0.03 -5.08
C2 0.47 1.29 -5.63
C3 0.75 2.42 -4.80
C4 0.57 2.28 -3.47
N1 0.35 1.04 -2.91
C5 0.16 -0.05 -3.71
C6 0.74 3.41 -2.55
C7 0.59 4.75 -2.82
C8 0.75 5.59 -1.68
C9 0.99 5.14 -0.41
C10 0.97 3.77 -0.18
N2 0.84 2.95 -1.26
C11 1.13 3.13 1.14
C12 1.44 3.77 2.30
C13 1.66 2.99 3.44
C14 1.58 1.62 3.34
C15 1.16 1.05 2.15
N3 1.00 1.77 1.07
H1 0.21 -0.82 -5.68
H2 0.61 1.41 -6.69
H3 0.87 3.42 -5.25
H4 -0.02 -1.04 -3.24
H5 0.50 5.16 -3.84
H6 0.70 6.62 -1.93
H7 1.19 5.88 0.37
H8 1.44 4.87 2.34
H9 1.99 3.43 4.37
H10 1.88 0.98 4.13
H11 0.96 -0.05 2.14
C16 -2.58 -5.75 4.05
C17 -2.22 -4.79 3.00
C18 -3.03 -4.69 1.77
C19 -2.54 -3.81 0.77
C20 -1.43 -3.07 0.96
C21 -0.71 -3.12 2.22
C22 -1.13 -3.91 3.23
S1 -0.75 -2.20 -0.47
C23 0.84 -3.01 -0.36
O1 -0.38 -0.73 0.01
H12 -3.43 -5.15 4.57
H13 -1.82 -5.93 4.78
H14 -3.02 -6.63 3.65
H15 -3.85 -5.37 1.70
H16 -3.02 -3.78 -0.21
H17 0.21 -2.55 2.36
H18 -0.63 -4.03 4.18
H19 1.36 -2.55 0.48
H20 1.36 -2.73 -1.29
H21 0.74 -4.10 -0.23



[3]
The following is a DFT calculation (ωB97M-V/def2-TZVPD) of a molecular structure, C23H21N6O2PtS3.

- HOMO (alpha / beta): -9.7 / -10.2 eV
- Spin multiplicity: 3
- Lowest unoccupied orbital energy (alpha / beta): -0.0991 / -0.1093 hartree
- ⟨S²⟩: 2.006
- Charge: +1
- Energy above the lowest of the compared OMol25 structures with the same formula, charge and spin: 18.1 kcal per mole

Geometry (Å):
Pt1 0.59 0.59 -0.08
O1 -3.06 -0.96 -1.16
S1 -1.68 -0.75 -1.49
O2 -1.25 0.60 -1.84
N1 -0.66 -1.15 -0.31
C1 -0.90 -1.88 0.85
C2 -1.87 -2.84 1.03
C3 -1.93 -3.60 2.21
C4 -1.04 -3.41 3.23
C5 -0.06 -2.40 3.11
C6 0.86 -2.10 4.14
C7 1.75 -1.08 3.99
C8 1.73 -0.33 2.80
N2 0.90 -0.58 1.82
C9 0.00 -1.62 1.93
C10 -1.22 -1.79 -2.82
C11 -0.30 -1.33 -3.76
C12 0.12 -2.20 -4.76
C13 -0.37 -3.50 -4.80
C14 -1.29 -3.94 -3.87
C15 -1.73 -3.08 -2.87
H1 -2.60 -3.01 0.24
H2 -2.70 -4.36 2.31
H3 -1.07 -4.02 4.13
H4 0.84 -2.68 5.05
H5 2.46 -0.82 4.77
H6 2.41 0.50 2.66
H7 0.06 -0.31 -3.71
H8 0.83 -1.85 -5.50
H9 -0.03 -4.17 -5.58
H10 -1.68 -4.95 -3.92
H11 -2.47 -3.40 -2.14
N3 2.42 2.19 0.23
N4 3.64 1.64 -0.12
C16 3.72 0.45 -0.77
N5 4.97 0.01 -0.97
S2 2.41 -0.43 -1.36
H12 2.27 3.05 -0.28
H13 2.40 2.39 1.22
H14 4.47 2.06 0.24
H15 5.78 0.55 -0.73
H16 5.10 -0.84 -1.48
S3 -2.71 2.70 2.50
C17 -1.65 1.51 1.90
N6 -0.88 1.88 0.92
C18 -1.14 3.20 0.55
C19 -0.57 3.90 -0.52
C20 -0.94 5.20 -0.74
C21 -1.89 5.83 0.08
C22 -2.49 5.15 1.12
C23 -2.11 3.82 1.33
H17 -1.62 0.51 2.32
H18 0.10 3.38 -1.19
H19 -0.52 5.75 -1.58
H20 -2.17 6.86 -0.11
H21 -3.24 5.63 1.75



[4]
The following is a DFT calculation (ωB97M-V/def2-TZVPD) of a molecular structure, C23H21N7SV.

- HOMO (alpha / beta): -20.8 / -20.8 eV
- Spin multiplicity: 2
- Lowest unoccupied orbital energy (alpha / beta): -0.5458 / -0.5237 hartree
- ⟨S²⟩: 0.773
- Charge: +4
- Energy above the lowest of the compared OMol25 structures with the same formula, charge and spin: 4.0 kcal per mole

Geometry (Å):
V1 -0.13 -0.07 -0.31
C1 2.74 3.07 0.04
C2 2.07 4.16 -0.50
C3 0.73 4.01 -0.84
C4 0.12 2.77 -0.68
N1 0.79 1.72 -0.15
C5 2.06 1.88 0.23
C6 -1.27 2.44 -1.01
C7 -2.21 3.30 -1.57
C8 -3.50 2.81 -1.79
C9 -3.82 1.51 -1.42
C10 -2.83 0.71 -0.86
N2 -1.57 1.17 -0.70
C11 -2.97 -0.66 -0.37
C12 -4.16 -1.39 -0.27
C13 -4.12 -2.66 0.30
C14 -2.91 -3.18 0.73
C15 -1.76 -2.40 0.59
N3 -1.80 -1.18 0.06
H1 3.78 3.15 0.33
H2 2.57 5.11 -0.64
H3 0.17 4.86 -1.23
H4 2.55 1.04 0.71
H5 -1.96 4.31 -1.85
H6 -4.24 3.45 -2.24
H7 -4.82 1.13 -1.59
H8 -5.10 -0.98 -0.61
H9 -5.03 -3.24 0.41
H10 -2.83 -4.16 1.18
H11 -0.80 -2.78 0.90
C16 3.58 -2.39 0.70
C17 2.29 -1.67 0.58
N4 1.73 -1.24 -0.51
N5 2.31 -1.43 -1.73
C18 1.64 -1.06 -2.84
N6 2.13 -1.19 -4.04
S1 0.06 -0.40 -2.56
C19 1.52 -1.30 1.77
C20 1.84 -1.69 3.07
C21 1.06 -1.23 4.12
C22 -0.01 -0.37 3.85
C23 -0.27 -0.04 2.52
N7 0.46 -0.51 1.51
H12 3.42 -3.39 1.14
H13 4.24 -1.88 1.40
H14 4.11 -2.53 -0.23
H15 3.21 -1.92 -1.80
H16 3.04 -1.59 -4.24
H17 1.61 -0.90 -4.87
H18 2.69 -2.33 3.26
H19 1.27 -1.52 5.14
H20 -0.62 0.02 4.64
H21 -1.08 0.64 2.27



[5]
The following is a DFT calculation (ωB97M-V/def2-TZVPD) of C23H21NO2 in the gas phase.

- HOMO: -8.5 eV
- Lowest unoccupied orbital energy: 0.0055 hartree
- Charge: 0
- Energy above the lowest of the compared OMol25 structures with the same formula, charge and spin: 39.8 kcal per mole

Geometry (Å):
C1 -4.53 0.74 3.22
C2 -3.08 0.50 2.90
C3 -2.28 1.59 2.52
C4 -0.98 1.39 2.03
C5 -0.43 0.10 1.93
C6 0.93 -0.16 1.36
C7 1.41 0.36 0.02
C8 0.64 -0.27 -1.08
C9 -0.55 0.23 -1.50
C10 -1.32 -0.30 -2.60
C11 -2.57 0.29 -2.92
C12 -3.43 -0.28 -3.85
C13 -3.03 -1.44 -4.54
C14 -1.74 -1.97 -4.34
C15 -0.88 -1.39 -3.40
C16 2.96 0.18 -0.11
C17 3.75 1.19 0.46
C18 5.14 1.06 0.50
C19 5.76 -0.01 -0.17
C20 4.97 -0.91 -0.90
C21 3.57 -0.82 -0.87
N1 1.91 0.56 2.45
O1 2.82 -0.07 3.00
O2 1.67 1.77 2.62
C22 -1.21 -0.97 2.40
C23 -2.50 -0.78 2.89
H1 -5.02 -0.17 3.59
H2 -4.69 1.53 3.97
H3 -5.07 1.06 2.32
H4 -2.65 2.61 2.67
H5 -0.34 2.26 1.86
H6 1.22 -1.22 1.47
H7 1.17 1.43 -0.02
H8 1.14 -1.07 -1.60
H9 -0.94 1.12 -1.01
H10 -2.86 1.19 -2.37
H11 -4.42 0.15 -4.02
H12 -3.71 -1.91 -5.25
H13 -1.42 -2.86 -4.90
H14 0.12 -1.80 -3.24
H15 3.28 2.10 0.84
H16 5.71 1.82 1.02
H17 6.84 -0.10 -0.16
H18 5.44 -1.67 -1.52
H19 2.98 -1.51 -1.48
H20 -0.74 -1.95 2.47
H21 -3.06 -1.61 3.33



[6]
The following is a DFT calculation (ωB97M-V/def2-TZVPD) of a molecular structure, C23H22AlBr2F14O3S.

- HOMO: -6.5 eV
- Lowest unoccupied orbital energy: 0.0916 hartree
- Charge: -1

Geometry (Å):
C1 -6.85 1.34 -1.46
C2 -5.55 1.41 -2.26
C3 -4.31 1.64 -1.41
O1 -3.58 0.43 -1.26
Al1 -1.94 0.58 -0.63
C4 -1.25 -1.15 0.14
Br1 0.70 -0.98 0.36
C5 -1.91 -1.77 1.39
C6 -1.26 -1.47 2.72
Br2 -3.79 -1.27 1.55
C7 -0.80 1.00 -2.28
F1 -0.75 -0.15 -3.04
F2 0.51 1.33 -2.10
F3 -1.29 1.94 -3.13
S1 -1.88 2.39 0.88
O2 -2.04 3.62 0.11
O3 -2.89 2.19 1.91
C8 -0.23 2.67 1.70
F4 0.12 1.62 2.49
F5 0.66 2.70 0.67
C9 -0.03 3.99 2.50
F6 1.06 3.81 3.30
F7 0.26 4.99 1.64
C10 -1.15 4.49 3.44
F8 -0.68 5.65 3.98
F9 -2.28 4.78 2.77
C11 -1.47 3.57 4.65
F10 -2.65 3.97 5.17
F11 -0.52 3.71 5.60
F12 -1.55 2.29 4.31
H1 -6.83 2.07 -0.66
H2 -6.99 0.35 -1.07
H3 -7.68 1.60 -2.11
H4 -5.42 0.53 -2.88
H5 -5.64 2.25 -2.95
H6 -3.70 2.40 -1.89
H7 -4.62 2.01 -0.44
H8 -1.35 -1.88 -0.66
H9 -1.92 -2.84 1.26
H10 -1.82 -2.00 3.48
H11 -1.33 -0.42 2.96
H12 -0.24 -1.83 2.76
F13 0.91 -4.76 -0.15
C12 1.59 -4.63 -1.31
C13 2.33 -3.48 -1.53
C14 3.02 -3.36 -2.72
C15 2.97 -4.36 -3.68
C16 2.22 -5.50 -3.44
C17 1.52 -5.64 -2.24
H13 2.35 -2.70 -0.78
H14 3.61 -2.46 -2.90
H15 3.51 -4.25 -4.61
H16 2.16 -6.29 -4.18
H17 0.93 -6.52 -2.04
F14 4.23 -1.67 1.87
C18 4.94 -1.14 0.86
C19 4.45 -0.04 0.20
C20 5.19 0.49 -0.85
C21 6.39 -0.09 -1.23
C22 6.86 -1.20 -0.55
C23 6.13 -1.74 0.50
H18 3.51 0.40 0.49
H19 4.82 1.36 -1.38
H20 6.96 0.33 -2.05
H21 7.80 -1.66 -0.84
H22 6.48 -2.61 1.05



[7]
The following is a DFT calculation (ωB97M-V/def2-TZVPD) of a molecular structure, C23H22AuN4O4S2.

- HOMO: -10.2 eV
- Lowest unoccupied orbital energy: -0.1550 hartree
- Charge: +1
- Energy above the lowest of the compared OMol25 structures with the same formula, charge and spin: 0.0 kcal per mole

Geometry (Å):
Au1 0.69 -1.10 0.08
N1 -1.93 -1.83 3.33
C1 -1.26 -1.73 2.19
S1 0.37 -1.04 2.32
N2 -1.86 -2.10 1.08
N3 -1.11 -1.91 -0.03
C2 -1.57 -2.15 -1.21
C3 -2.94 -2.64 -1.46
C4 -3.79 -1.91 -2.29
C5 -5.08 -2.36 -2.52
C6 -5.51 -3.55 -1.96
C7 -4.66 -4.29 -1.15
C8 -3.37 -3.83 -0.89
C9 -0.62 -1.90 -2.33
C10 -0.90 -2.21 -3.64
C11 0.06 -1.94 -4.61
C12 1.27 -1.37 -4.24
C13 1.49 -1.09 -2.89
N4 0.57 -1.36 -1.98
H1 -1.52 -1.57 4.21
H2 -2.87 -2.19 3.32
H3 -3.45 -0.98 -2.73
H4 -5.74 -1.78 -3.15
H5 -6.51 -3.91 -2.15
H6 -4.99 -5.22 -0.71
H7 -2.71 -4.40 -0.24
H8 -1.84 -2.67 -3.90
H9 -0.13 -2.17 -5.65
H10 2.04 -1.14 -4.96
H11 2.42 -0.67 -2.54
C14 -0.82 2.50 0.96
S2 -0.41 1.90 -0.69
C15 -2.08 1.57 -1.30
H12 -1.36 1.74 1.53
H13 -1.42 3.41 0.89
H14 0.12 2.72 1.46
H15 -2.67 2.48 -1.32
H16 -2.58 0.83 -0.68
H17 -1.99 1.19 -2.32
O1 2.46 -0.19 0.23
C16 3.45 -0.98 -0.19
O2 3.24 -2.10 -0.63
C17 4.79 -0.36 -0.10
C18 5.88 -1.13 -0.48
C19 7.18 -0.62 -0.42
C20 7.31 0.67 0.03
O3 8.45 1.40 0.16
C21 8.07 2.63 0.80
O4 6.64 2.68 0.80
C22 6.22 1.44 0.42
C23 4.94 0.96 0.37
H18 5.71 -2.14 -0.82
H19 8.04 -1.20 -0.71
H20 8.47 3.46 0.23
H21 8.43 2.62 1.83
H22 4.09 1.55 0.67



[8]
The following is a DFT calculation (ωB97M-V/def2-TZVPD) of C23H22BrN3O3S in the gas phase.

- HOMO: -7.6 eV
- Lowest unoccupied orbital energy: 0.0214 hartree
- Charge: 0
- Energy above the lowest of the compared OMol25 structures with the same formula, charge and spin: 2.4 kcal per mole

Geometry (Å):
C1 6.74 0.18 2.13
O1 5.91 -0.33 1.12
C2 5.00 0.48 0.54
C3 4.77 1.81 0.87
C4 3.80 2.54 0.20
C5 3.03 1.96 -0.80
C6 2.03 2.79 -1.52
O2 2.27 3.95 -1.83
N1 0.86 2.20 -1.87
C7 0.32 0.98 -1.43
C8 -0.40 0.19 -2.31
C9 -0.97 -1.00 -1.89
C10 -0.85 -1.44 -0.57
N2 -1.38 -2.66 -0.13
C11 -1.89 -2.70 1.23
C12 -3.12 -1.77 1.34
N3 -3.72 -1.64 0.03
C13 -3.83 -0.47 -0.66
O3 -4.08 -0.46 -1.86
C14 -3.69 0.79 0.09
C15 -4.23 1.18 1.28
C16 -3.93 2.52 1.60
C17 -3.17 3.12 0.65
S1 -2.83 2.08 -0.67
C18 -3.76 -2.88 -0.71
C19 -2.32 -3.39 -0.96
C20 -0.12 -0.63 0.30
C21 0.44 0.56 -0.11
C22 3.27 0.63 -1.16
C23 4.24 -0.08 -0.49
Br1 4.57 -1.89 -0.94
H1 6.16 0.51 3.00
H2 7.35 1.02 1.77
H3 7.39 -0.64 2.43
H4 5.34 2.29 1.65
H5 3.63 3.57 0.46
H6 0.28 2.74 -2.50
H7 -0.53 0.51 -3.33
H8 -1.54 -1.55 -2.62
H9 -2.16 -3.74 1.44
H10 -1.12 -2.41 1.95
H11 -2.81 -0.79 1.69
H12 -3.85 -2.18 2.05
H13 -4.84 0.55 1.90
H14 -4.27 3.01 2.50
H15 -2.79 4.13 0.64
H16 -4.28 -2.68 -1.65
H17 -4.34 -3.60 -0.14
H18 -2.24 -4.45 -0.69
H19 -2.04 -3.30 -2.01
H20 0.02 -0.92 1.33
H21 0.98 1.17 0.61
H22 2.72 0.16 -1.96



[9]
The following is a DFT calculation (ωB97M-V/def2-TZVPD) of 2 unconnected molecules or ions with the total composition C23H22ClFN3O3S2.

- HOMO: -10.4 eV
- Lowest unoccupied orbital energy: -0.1905 hartree
- Charge: +1

Geometry (Å):
S1 -0.79 1.96 -3.38
C1 -0.13 0.87 -2.38
S2 0.21 -0.78 -3.00
C2 -1.05 -1.72 -2.07
C3 -2.02 -2.48 -2.99
C4 -3.50 -2.37 -2.56
C5 -3.68 -2.24 -1.09
C6 -3.10 -3.13 -0.22
C7 -3.25 -2.94 1.14
N1 -3.96 -1.91 1.56
N2 -4.57 -1.03 0.80
C8 -4.43 -1.18 -0.49
Cl1 -5.19 -0.01 -1.46
N3 0.25 1.23 -1.07
C9 0.89 0.18 -0.29
C10 0.27 -0.55 0.71
C11 0.98 -1.51 1.43
C12 2.32 -1.75 1.16
C13 2.95 -1.03 0.14
C14 2.24 -0.07 -0.56
C15 -0.75 1.99 -0.34
C16 -2.05 1.57 -0.14
C17 -2.97 2.36 0.54
C18 -2.58 3.60 1.04
C19 -1.27 4.02 0.84
C20 -0.36 3.22 0.16
H1 -1.54 -1.00 -1.43
H2 -0.50 -2.41 -1.43
H3 -1.72 -3.52 -3.02
H4 -1.93 -2.11 -4.01
H5 -3.95 -1.54 -3.09
H6 -4.04 -3.25 -2.92
H7 -2.52 -3.95 -0.61
H8 -2.79 -3.61 1.85
H9 -4.05 -1.77 2.56
H10 -0.77 -0.37 0.97
H11 0.50 -2.06 2.22
H12 2.88 -2.47 1.72
H13 3.99 -1.17 -0.09
H14 2.73 0.51 -1.33
H15 -2.40 0.62 -0.54
H16 -3.99 2.01 0.66
H17 -3.30 4.23 1.55
H18 -0.96 4.98 1.22
H19 0.65 3.55 -0.01
C21 5.55 2.59 2.06
C22 6.17 1.37 2.69
O1 6.10 0.42 1.64
C23 6.14 1.11 0.47
O2 6.35 0.62 -0.59
O3 5.90 2.42 0.68
F1 5.45 0.92 3.75
H20 4.46 2.58 2.16
H21 5.94 3.52 2.45
H22 7.21 1.49 3.00



> What is the formula in the seventh record?

C23H22AuN4O4S2